Record 1
Density functional theory data (ωB97M-V/def2-TZVPD) for the molecule C11H2Br2F8O3 at a distorted geometry.

The frontier orbital gap is 8.27 eV. For the LUMO energy, the calculation gives -2.4 eV. The calculation puts the HOMO energy at -10.66 eV. The charge is 0. As for the molecular weight: 493.9 g/mol. The electronic energy is -6592.862974 hartree. Its SMILES is O=C(Br)CC1=C(F)C(=O)C(Br)=C(C(F)(F)C(F)(F)C(F)(F)F)C1=O.

```
26
Properties=species:S:1:pos:R:3:forces:R:3
O 2.089 -3.958 -0.258 1.189 4.734 3.131
C 2.331 -2.867 0.324 -0.987 -3.651 -3.671
Br 2.447 -2.780 2.301 0.109 0.221 -1.464
C 2.493 -1.583 -0.653 -1.450 0.650 0.536
C 1.920 -0.227 -0.013 1.969 2.301 0.102
C 2.705 0.957 0.159 -1.705 -2.327 -0.628
F 4.084 1.014 -0.232 -3.637 0.084 1.334
C 1.939 2.233 0.794 1.709 1.658 0.940
O 2.474 3.035 1.582 -2.034 -2.915 -3.007
C 0.413 2.407 0.272 -1.027 -2.722 -0.250
Br -0.203 4.248 -0.027 0.808 -2.004 0.466
C -0.376 1.225 0.066 1.691 2.411 0.737
C -1.862 1.348 -0.491 0.793 1.784 -0.819
F -2.670 2.223 0.319 1.618 -2.562 -1.745
F -1.752 2.035 -1.760 -0.317 -1.621 2.568
C -2.591 -0.041 -0.811 -1.585 0.159 -2.287
F -1.784 -0.914 -1.617 -1.541 2.348 2.394
F -3.710 0.290 -1.658 2.623 -0.636 1.946
C -3.215 -0.804 0.462 -1.157 -2.666 0.372
F -4.638 -0.852 0.311 3.765 0.476 0.953
F -2.800 -2.171 0.368 -0.929 3.520 0.705
F -2.857 -0.269 1.709 -1.057 -1.296 -3.298
C 0.365 -0.150 0.436 -0.007 -1.454 0.892
O -0.151 -1.104 1.054 1.414 3.423 -2.549
H 1.806 -1.815 -1.555 1.094 0.134 1.561
H 3.546 -1.480 -1.082 -1.349 -0.049 1.081
```
Forces are in eV/Å.

Charges in e, computed with natural (NBO), in the same order as the atoms:
1 O -0.50
2 C 0.50
3 Br 0.03
4 C -0.53
5 C -0.12
6 C 0.35
7 F -0.31
8 C 0.47
9 O -0.44
10 C -0.05
11 Br 0.18
12 C -0.21
13 C 0.64
14 F -0.31
15 F -0.32
16 C 0.57
17 F -0.30
18 F -0.30
19 C 0.93
20 F -0.30
21 F -0.31
22 F -0.29
23 C 0.55
24 O -0.47
25 H 0.27
26 H 0.28

Record 2
Density functional theory data (ωB97M-V/def2-TZVPD) for a structure of composition C11H30B2I2N4O8 at a distorted geometry.

The frontier orbital gap is 8.39 eV. For the LUMO energy, the calculation gives -1.1 eV. The calculation puts the HOMO energy at -9.48 eV. The charge is 0. As for the molecular weight: 621.8 g/mol. The electronic energy is -1903.076808 hartree.

```
57
Properties=species:S:1:pos:R:3:forces:R:3
C 2.759 0.959 3.524 -0.570 -1.450 -0.066
C 2.378 0.314 2.069 1.284 0.883 2.251
N 0.899 0.482 1.930 0.871 -0.958 -0.422
C 0.333 -0.174 0.721 0.322 -1.812 -0.804
C 1.477 -0.726 -0.297 3.019 0.099 -1.130
N 2.419 -1.024 -0.984 -4.661 1.318 3.229
B -0.549 -1.527 1.111 -1.025 -1.805 0.483
O -1.387 -1.597 2.302 0.831 1.323 -2.365
C -0.557 -2.882 0.165 -0.893 -0.327 1.013
C -1.373 -4.114 0.869 0.317 -0.059 -1.466
C -0.647 0.745 -0.188 -0.997 -1.899 -1.943
C -0.653 -0.006 -1.651 0.352 -1.506 -3.464
N -0.598 -0.558 -2.733 -0.198 3.268 6.035
B -0.107 2.252 -0.520 -0.171 2.149 -1.444
N 0.955 3.017 0.194 -0.731 -1.116 -0.652
O -0.713 2.910 -1.683 1.635 -1.999 1.256
C -2.215 0.698 0.283 -1.289 1.232 2.245
I -3.699 -0.315 -0.995 1.332 0.501 0.543
C -2.725 1.270 1.482 2.158 -0.601 -2.167
C -1.784 2.001 2.544 -1.592 -0.098 1.203
I -4.874 1.126 1.960 1.883 0.057 -0.043
H 3.890 0.958 3.670 -1.671 0.339 -0.289
H 2.258 1.975 3.690 0.978 -1.381 -0.375
H 2.330 0.215 4.306 0.612 1.332 -1.071
H 3.001 0.904 1.310 -1.195 -1.146 0.695
H 2.715 -0.794 2.155 -0.481 1.781 -0.674
H 0.511 0.043 2.794 0.126 0.312 -1.136
H -2.315 -1.662 1.967 0.896 -0.282 0.612
H 0.498 -3.290 -0.028 -1.505 0.922 -0.247
H -1.137 -2.605 -0.784 1.240 -0.438 0.904
H -0.660 -4.656 1.576 -1.348 0.786 -0.676
H -1.654 -4.849 0.015 0.513 1.087 1.518
H -2.362 -3.790 1.338 1.548 -0.498 -0.370
H 1.801 2.457 0.367 -0.748 0.375 0.544
H 0.605 3.474 1.046 0.620 -0.262 -0.522
H -0.039 2.836 -2.411 -0.920 0.557 0.867
H -1.197 1.222 3.164 -0.866 1.364 -1.316
H -1.131 2.838 2.126 -0.813 -1.498 0.338
H -2.492 2.508 3.311 1.211 -0.751 -1.324
O 5.557 2.584 2.970 0.241 0.201 -0.103
H 5.719 3.003 2.115 -0.046 -0.089 0.114
H 6.310 2.854 3.509 -0.131 -0.073 -0.043
O -6.716 3.804 3.394 -0.155 -0.229 -0.091
H -7.594 3.404 3.439 0.104 0.148 0.035
H -6.204 3.186 2.853 -0.030 0.284 0.145
O 3.975 -2.637 -3.235 0.451 -0.102 0.274
H 3.480 -3.458 -3.346 -0.052 0.261 -0.129
H 3.467 -2.147 -2.576 0.037 -0.063 0.037
O -0.571 0.401 -6.250 0.074 -0.072 0.327
H -0.827 0.293 -5.322 0.015 0.104 -0.070
H 0.386 0.523 -6.216 -0.132 -0.096 -0.078
O 1.591 -2.329 -4.379 -0.533 0.353 -0.067
H 0.798 -1.974 -3.955 -0.050 -0.113 -0.128
H 2.190 -1.574 -4.428 0.118 -0.305 0.067
O -1.894 -2.267 -5.755 -0.062 -0.055 -0.175
H -2.091 -2.804 -6.531 0.034 0.065 0.173
H -1.371 -1.532 -6.103 0.046 -0.017 -0.062
```
Forces are in eV/Å.

Charges in e, computed with natural (NBO), in the same order as the atoms:
1 C -0.63
2 C -0.23
3 N -0.64
4 C -0.31
5 C 0.31
6 N -0.36
7 B 1.22
8 O -0.97
9 C -0.87
10 C -0.60
11 C -0.53
12 C 0.32
13 N -0.37
14 B 1.23
15 N -1.16
16 O -0.93
17 C -0.20
18 I 0.23
19 C -0.13
20 C -0.68
21 I 0.17
22 H 0.25
23 H 0.22
24 H 0.19
25 H 0.20
26 H 0.19
27 H 0.38
28 H 0.51
29 H 0.26
30 H 0.27
31 H 0.22
32 H 0.22
33 H 0.20
34 H 0.40
35 H 0.41
36 H 0.51
37 H 0.25
38 H 0.23
39 H 0.25
40 O -0.94
41 H 0.47
42 H 0.47
43 O -0.94
44 H 0.47
45 H 0.46
46 O -0.96
47 H 0.48
48 H 0.48
49 O -0.95
50 H 0.48
51 H 0.48
52 O -0.95
53 H 0.48
54 H 0.47
55 O -0.96
56 H 0.47
57 H 0.48

Record 3
Density functional theory data (ωB97M-V/def2-TZVPD) for a structure of composition C11H30CeN6S.

Its multiplicity is 2. The frontier orbital gap (spin up / spin down) is 8.83 / 8.93 eV. For the LUMO energy (spin up / spin down), the calculation gives -10.0 / -9.9 eV. The calculation puts the HOMO energy (spin up / spin down) at -18.83 / -18.84 eV. The charge is +3. As for the molecular weight: 418.6 g/mol. The electronic energy is -1638.126944 hartree.

```
49
Properties=species:S:1:pos:R:3:forces:R:3
Ce -0.651 -1.040 0.109 0.103 -0.072 -0.020
N 0.140 -2.109 2.353 -0.093 0.053 0.003
C 0.145 -3.539 1.919 -0.015 0.047 0.076
C 1.161 -3.772 0.816 0.090 -0.040 -0.103
N 0.953 -2.940 -0.418 -0.057 0.021 0.012
C 0.349 -3.753 -1.521 0.132 -0.033 -0.016
C -1.074 -4.178 -1.246 -0.079 -0.032 0.003
N -1.943 -2.968 -1.103 0.124 0.165 -0.080
C 2.262 -2.398 -0.901 0.003 -0.117 0.001
C 2.770 -1.262 -0.043 0.079 0.014 -0.021
N 1.788 -0.141 -0.065 -0.101 -0.114 -0.023
H 1.052 -1.868 2.739 0.006 -0.018 -0.033
H -0.494 -2.015 3.148 0.031 -0.011 0.013
H -0.871 -3.798 1.602 0.020 0.026 -0.001
H 0.379 -4.199 2.756 -0.026 -0.016 -0.031
H 1.164 -4.831 0.546 -0.007 0.012 0.008
H 2.158 -3.559 1.206 -0.021 -0.012 0.018
H 0.969 -4.634 -1.716 0.000 0.019 0.020
H 0.381 -3.146 -2.432 -0.032 -0.016 0.012
H -1.157 -4.772 -0.337 0.016 0.006 -0.022
H -1.416 -4.812 -2.066 -0.025 0.017 0.018
H -2.865 -3.253 -0.771 0.033 -0.011 0.054
H -2.134 -2.612 -2.043 -0.027 -0.035 0.013
H 2.119 -2.051 -1.927 0.029 0.032 0.020
H 3.009 -3.197 -0.940 -0.030 -0.009 -0.017
H 3.747 -0.952 -0.417 -0.024 0.049 0.025
H 2.913 -1.565 0.995 0.007 -0.006 -0.014
H 1.808 0.296 -0.987 0.034 -0.010 0.013
H 2.100 0.591 0.572 -0.026 -0.032 0.032
C 0.352 5.635 -1.124 0.013 0.048 -0.023
C 0.552 4.370 -0.311 -0.104 -0.084 -0.037
N 0.077 3.163 -1.041 0.119 -0.265 -0.056
C -0.940 2.348 -0.844 -0.240 0.463 0.089
S -1.032 0.886 -1.828 -0.001 -0.054 0.134
N -1.937 2.560 0.023 0.054 -0.090 -0.060
C -2.400 3.849 0.620 -0.008 -0.065 -0.214
C -2.188 3.927 2.115 0.021 0.027 0.093
H 0.774 6.483 -0.587 -0.008 -0.006 0.022
H -0.700 5.839 -1.318 -0.027 -0.004 0.023
H 0.863 5.570 -2.085 0.017 -0.016 0.003
H 0.062 4.400 0.657 -0.007 0.037 -0.009
H 1.611 4.196 -0.122 0.019 0.027 -0.034
H 0.634 2.918 -1.849 0.029 0.037 0.027
H -2.682 1.890 -0.095 -0.021 0.028 0.016
H -3.459 3.905 0.369 0.003 0.037 0.066
H -1.916 4.659 0.083 -0.009 0.034 0.026
H -2.741 3.148 2.640 -0.001 -0.032 -0.017
H -2.556 4.884 2.482 -0.007 0.011 -0.009
H -1.134 3.852 2.387 0.011 -0.011 0.002
```
Forces are in eV/Å.

Charges in e, computed with natural (NBO), in the same order as the atoms:
1 Ce 1.86
2 N -0.92
3 C -0.24
4 C -0.26
5 N -0.53
6 C -0.24
7 C -0.24
8 N -0.92
9 C -0.24
10 C -0.24
11 N -0.90
12 H 0.41
13 H 0.42
14 H 0.21
15 H 0.27
16 H 0.25
17 H 0.23
18 H 0.25
19 H 0.22
20 H 0.22
21 H 0.26
22 H 0.43
23 H 0.41
24 H 0.23
25 H 0.25
26 H 0.26
27 H 0.21
28 H 0.41
29 H 0.42
30 C -0.63
31 C -0.23
32 N -0.54
33 C 0.40
34 S -0.27
35 N -0.56
36 C -0.23
37 C -0.63
38 H 0.26
39 H 0.22
40 H 0.24
41 H 0.22
42 H 0.23
43 H 0.43
44 H 0.42
45 H 0.24
46 H 0.22
47 H 0.22
48 H 0.27
49 H 0.21

Record 4
Density functional theory data (ωB97M-V/def2-TZVPD) for a structure of composition C11H30CrKO25P2V2 at a distorted geometry.

Its multiplicity is 5. The frontier orbital gap (spin up / spin down) is 4.63 / 4.81 eV. For the LUMO energy (spin up / spin down), the calculation gives 0.0 / 0.0 eV. The calculation puts the HOMO energy (spin up / spin down) at -4.64 / -4.82 eV. The charge is -1. As for the molecular weight: 817.3 g/mol. The electronic energy is -6533.320368 hartree.

```
72
Properties=species:S:1:pos:R:3:forces:R:3
K -0.021 3.429 -1.250 0.458 -0.530 0.101
Cr -0.069 -0.977 -2.658 2.235 1.979 -4.148
O 2.878 2.447 -1.475 -0.539 -0.387 0.457
V 2.930 0.867 -1.841 -5.468 1.131 -4.256
O 4.354 0.436 -1.679 4.253 -1.546 0.749
O 4.277 -1.820 1.026 -1.163 -1.293 -0.555
V 2.851 -2.135 0.396 -0.404 0.823 0.776
O 2.295 -3.604 0.637 1.078 1.303 -0.065
P 1.912 0.016 -4.501 -1.010 -5.345 -0.276
O 2.665 1.197 -4.000 2.197 3.537 0.242
O 1.849 -0.739 -3.215 2.493 -4.165 12.441
O 2.471 -1.261 -5.143 -0.034 3.278 -3.920
O 0.370 0.134 -4.186 -4.187 2.576 -4.288
P 0.580 -0.142 -0.195 -4.223 2.084 -4.733
O -0.049 0.576 1.000 1.633 -1.753 -0.430
O 2.106 -0.270 -0.241 2.062 -1.782 1.676
O 0.322 0.619 -1.526 0.611 3.212 0.463
O -0.172 -1.358 -0.775 0.622 -2.520 3.876
C 0.125 -3.665 -3.492 5.868 6.767 -2.195
O -0.601 -2.678 -3.644 -13.059 1.247 -5.296
O 1.129 -3.926 -4.235 -0.760 -6.061 -4.064
O 0.862 -3.018 -2.717 8.171 -2.391 12.243
C 1.893 0.673 3.730 0.137 0.504 -0.086
C 2.645 -0.318 2.827 1.465 2.855 1.370
O 1.768 -1.213 2.356 -1.656 -4.644 -1.914
O 1.176 1.667 3.022 0.821 0.978 0.323
H 2.580 1.166 4.418 0.074 0.159 -0.161
H 1.120 0.201 4.337 0.383 -0.844 0.184
H 3.433 -0.788 3.415 -0.100 -0.324 -0.166
H 3.063 0.064 1.895 0.792 1.459 0.809
H 1.078 -0.744 1.882 -0.783 0.307 0.439
H 0.608 1.237 2.378 -0.365 -0.249 -0.435
C -2.720 0.333 -1.781 1.094 0.405 1.141
C -3.726 -0.537 -1.144 -2.023 -1.115 -1.025
O -4.812 -0.518 -2.094 -0.880 0.195 -0.342
O -2.061 -0.269 -2.883 -0.516 -0.010 0.640
H -1.985 0.572 -1.012 0.246 0.200 -0.378
H -3.182 1.251 -2.143 -0.185 0.105 0.293
H -4.105 -0.178 -0.187 0.301 0.244 0.094
H -3.503 -1.600 -1.049 1.043 0.297 0.389
H -5.112 -1.405 -2.304 0.093 -0.003 0.158
H -2.642 -0.128 -3.634 0.409 -0.443 -0.494
C 3.740 4.344 1.385 -0.723 -0.562 -0.774
C 2.316 4.514 1.816 0.263 2.077 1.544
O 1.451 3.692 1.127 -0.694 -0.564 -0.710
O 3.851 4.946 0.115 0.700 0.864 -0.084
H 3.860 3.273 1.222 0.542 -0.313 0.480
H 4.466 4.757 2.085 0.010 0.060 -0.201
H 2.022 5.553 1.663 0.089 0.249 -0.215
H 2.136 4.351 2.878 0.430 -0.120 0.387
H 1.421 3.000 1.791 -0.728 -1.304 -0.301
H 3.232 4.493 -0.462 0.117 -0.494 -0.303
C -2.069 -4.043 -0.744 1.460 -1.260 -0.796
C -2.721 -5.324 -0.190 -0.514 1.439 -0.008
O -4.093 -5.099 0.163 -0.281 -0.623 0.197
O -1.838 -3.025 0.161 -1.854 -0.077 2.010
H -2.552 -3.641 -1.635 -0.492 -0.311 -0.269
H -1.047 -4.298 -1.024 0.040 -0.810 -0.799
H -2.124 -5.693 0.644 -0.140 0.247 0.444
H -2.764 -6.160 -0.888 0.274 0.344 -0.476
H -4.325 -4.178 0.297 0.631 0.122 0.082
H -1.141 -2.470 -0.196 0.449 0.445 -0.083
C -2.239 1.598 3.074 0.128 0.274 -3.347
C -2.790 2.297 1.749 -0.423 -0.342 1.094
O -1.718 2.576 0.868 -0.596 1.233 -0.285
O -2.020 0.216 2.703 -1.153 0.448 1.942
H -2.869 1.783 3.944 -0.107 -0.771 -0.118
H -1.281 2.101 3.208 0.087 0.035 0.490
H -3.398 3.185 1.924 0.724 0.662 0.305
H -3.549 1.703 1.238 0.193 -0.859 0.109
H -1.172 1.793 0.769 0.197 -0.520 0.157
H -1.367 0.160 2.001 0.185 0.192 -0.107
```
Forces are in eV/Å.

Charges in e, computed with Löwdin, in the same order as the atoms:
1 K 0.89
2 Cr 0.92
3 O -0.41
4 V 0.89
5 O -0.26
6 O -0.27
7 V 1.06
8 O -0.27
9 P 0.08
10 O -0.32
11 O -0.44
12 O -0.28
13 O -0.39
14 P 0.19
15 O -0.29
16 O -0.39
17 O -0.44
18 O -0.33
19 C -0.69
20 O -0.06
21 O 0.15
22 O -0.04
23 C -0.16
24 C -0.26
25 O -0.06
26 O -0.09
27 H 0.12
28 H 0.13
29 H 0.14
30 H 0.11
31 H 0.04
32 H 0.01
33 C -0.21
34 C -0.19
35 O -0.07
36 O -0.07
37 H 0.09
38 H 0.14
39 H 0.12
40 H 0.11
41 H 0.08
42 H 0.13
43 C -0.23
44 C -0.29
45 O -0.13
46 O -0.06
47 H 0.12
48 H 0.12
49 H 0.12
50 H 0.12
51 H 0.04
52 H 0.04
53 C -0.27
54 C -0.20
55 O -0.08
56 O -0.08
57 H 0.11
58 H 0.12
59 H 0.11
60 H 0.11
61 H 0.07
62 H 0.00
63 C -0.17
64 C -0.21
65 O -0.15
66 O -0.08
67 H 0.11
68 H 0.10
69 H 0.11
70 H 0.10
71 H -0.01
72 H 0.01